Molecular formula: C22H24IN11Os
Method: DFT, wB97M-V/def2-TZVPD

Geometry (Å):
Os (0.3370, 1.2977, 0.5156)
N (4.5868, 0.3801, -0.8518)
C (3.3357, 0.8175, -0.8751)
N (2.5092, 0.7381, 0.1494)
C (3.0001, 0.1826, 1.3319)
N (2.2448, 0.2117, 2.3980)
N (1.0434, 0.7129, 2.2852)
C (0.3486, 0.9761, 3.3671)
C (-0.9232, 1.5899, 3.1686)
C (-1.8081, 1.8657, 4.2201)
C (-3.0596, 2.3851, 3.9299)
C (-3.3807, 2.6314, 2.6025)
C (-2.4326, 2.3864, 1.6120)
N (-1.2301, 1.8816, 1.8674)
C (4.3316, -0.3429, 1.4080)
C (4.8759, -0.9151, 2.5643)
C (6.1782, -1.3818, 2.5501)
C (6.9438, -1.3301, 1.3752)
C (6.4394, -0.7499, 0.2283)
C (5.1423, -0.2365, 0.2421)
H (5.1871, 0.4896, -1.6687)
H (2.9839, 1.2700, -1.7941)
H (0.7388, 0.7414, 4.3543)
H (-1.5062, 1.6641, 5.2373)
H (-3.7674, 2.5937, 4.7181)
H (-4.3509, 3.0194, 2.3311)
H (-2.6727, 2.6072, 0.5812)
H (4.2749, -0.9834, 3.4563)
H (6.6181, -1.7750, 3.4579)
H (7.9430, -1.7409, 1.3789)
H (7.0370, -0.6920, -0.6682)
C (-4.8515, -3.4478, -1.0569)
C (-3.7923, -3.2677, -2.1223)
C (-3.9842, -2.0280, -2.9810)
C (-2.3435, -3.4910, -1.6159)
N (-1.6008, -2.2969, -1.2856)
C (-0.4646, -1.8464, -1.8603)
N (-0.0684, -0.7824, -1.1992)
N (-0.9740, -0.5975, -0.2356)
N (-1.8834, -1.4906, -0.2810)
H (-5.8068, -3.0475, -1.3921)
H (-4.5587, -2.9947, -0.1062)
H (-5.0242, -4.5058, -0.8224)
H (-3.9769, -4.1083, -2.8238)
H (-3.9727, -1.1258, -2.3666)
H (-4.9608, -2.0496, -3.4653)
H (-3.2308, -1.9479, -3.7608)
H (-1.7639, -4.0140, -2.3805)
H (-2.3811, -4.1205, -0.7213)
H (0.0317, -2.2834, -2.7017)
I (-0.5991, 3.1049, -5.4653)
C (-0.5552, 3.1086, -3.3626)
C (-0.9912, 4.1344, -2.5200)
N (-0.7910, 3.7206, -1.2689)
N (-0.2476, 2.4822, -1.2277)
C (-0.0988, 2.1038, -2.4961)
H (-1.4252, 5.0871, -2.7689)
H (-0.9620, 4.2642, -0.4258)
H (0.3086, 1.1457, -2.7590)

Atoms 1-6, force components in eV/Å:
-1.379 0.537 -1.143
0.653 -0.460 0.367
-0.972 0.425 -0.133
-0.233 0.183 -0.104
-0.050 0.345 -0.603
1.516 -1.072 1.526

## Properties
Multiplicity: 5
F_max in eV/Å: 2.4
Lowest unoccupied orbital energy (alpha / beta) in hartree: -0.4892 / -0.5729
Highest occupied orbital energy (alpha / beta) in eV: -18.4 / -18.3
Energy relative to the best compared isomer or geometry (same formula, charge and spin) in eV: 1.6426
HOMO-LUMO gap (alpha / beta) in Eh: 0.187 / 0.100
Total charge: +4


Molecular formula: C19H51AlClN4O6
Method: DFT, wB97M-V/def2-TZVPD

Geometry (Å):
O (1.7935, -0.8961, 0.5540)
C (1.2922, 0.0470, -0.2908)
O (0.1302, 0.9142, 0.0535)
C (-0.4540, 1.5009, -1.1962)
C (-2.1009, 1.4644, -1.1909)
Al (-2.6301, -0.3714, -0.3903)
Cl (-1.8881, -1.9269, -1.9282)
H (1.8465, 0.1443, -1.3428)
H (-0.1131, 0.7693, -2.0762)
H (0.0031, 2.5716, -1.3217)
H (-2.6098, 2.3803, -0.6698)
H (-2.4446, 1.4533, -2.3298)
H (-1.8068, -0.6528, 0.9380)
H (-4.2016, -0.3801, -0.2094)
C (-0.8370, -7.5487, -0.6817)
C (-2.2740, -7.6652, -0.1810)
C (-3.1281, -6.4063, -0.4585)
O (-2.8675, -5.3125, 0.4259)
C (-1.7467, -4.5201, 0.0636)
N (-2.2555, -7.9987, 1.2512)
H (-0.2198, -6.9063, -0.0479)
H (-0.3585, -8.5346, -0.6974)
H (-0.8090, -7.1508, -1.7017)
H (-2.7365, -8.5005, -0.7210)
H (-4.1803, -6.6711, -0.2954)
H (-3.0494, -6.0879, -1.5049)
H (-1.6287, -4.4404, -1.0210)
H (-0.8411, -4.9245, 0.5191)
H (-1.8975, -3.5151, 0.4706)
H (-3.2147, -8.1638, 1.5604)
H (-1.9830, -7.1503, 1.7572)
C (-7.3283, 5.0696, -2.6919)
C (-6.4964, 4.2387, -3.6650)
C (-5.6959, 3.1060, -2.9813)
O (-4.5216, 3.5482, -2.2942)
C (-4.7602, 4.0450, -0.9859)
N (-5.6158, 5.1361, -4.4279)
H (-6.7215, 5.7615, -2.1016)
H (-8.0606, 5.6751, -3.2382)
H (-7.8815, 4.4250, -2.0005)
H (-7.1962, 3.7681, -4.3665)
H (-5.3387, 2.4262, -3.7650)
H (-6.3313, 2.5057, -2.3191)
H (-5.5709, 3.5113, -0.4813)
H (-4.9722, 5.1148, -1.0261)
H (-3.8433, 3.9143, -0.4023)
H (-5.1277, 4.5882, -5.1382)
H (-4.8653, 5.4339, -3.7969)
C (4.6848, -1.1145, 2.7512)
C (5.7142, -2.2408, 2.7171)
C (5.1114, -3.6364, 3.0003)
O (4.8277, -3.8851, 4.3802)
C (3.5871, -3.3595, 4.8274)
N (6.8014, -1.9230, 3.6550)
H (4.3795, -0.8521, 3.7678)
H (5.0994, -0.2063, 2.2990)
H (3.7878, -1.3867, 2.1847)
H (6.1325, -2.2641, 1.7033)
H (5.8566, -4.3890, 2.7138)
H (4.2270, -3.8274, 2.3807)
H (2.8164, -3.3993, 4.0521)
H (3.7216, -2.3361, 5.1819)
H (3.2529, -3.9602, 5.6794)
H (7.5298, -2.6329, 3.5629)
H (6.4392, -2.0723, 4.6018)
C (4.4344, 5.6353, 0.8423)
C (3.7388, 5.5075, -0.5102)
C (2.6363, 4.4234, -0.5371)
O (3.1311, 3.0838, -0.6212)
C (3.5230, 2.5245, 0.6234)
N (4.7529, 5.2704, -1.5485)
H (5.1361, 4.8193, 1.0350)
H (5.0096, 6.5672, 0.8878)
H (3.7035, 5.6572, 1.6578)
H (3.2563, 6.4707, -0.7165)
H (2.0394, 4.5733, -1.4454)
H (1.9446, 4.5304, 0.3071)
H (2.8926, 2.8678, 1.4489)
H (4.5717, 2.7528, 0.8212)
H (3.4330, 1.4361, 0.5481)
H (4.2935, 5.2754, -2.4606)
H (5.0722, 4.3021, -1.4459)

Atoms 1-6, force components in eV/Å:
-3.375 6.402 -5.086
0.914 -3.602 4.478
3.695 -2.449 -2.291
-0.714 0.032 -1.527
1.058 0.300 -0.893
0.414 0.503 -0.391

## Properties
F_max in eV/Å: 8.8
Lowest unoccupied orbital energy in hartree: 0.0947
Highest occupied orbital energy in eV: -5.4
HOMO-LUMO gap in Eh: 0.295
Total charge: -1